Record 1
Density functional theory data (ωB97M-V/def2-TZVPD) for C3HF2IO2 in the gas phase.

```
9
Properties=species:S:1:pos:R:3:forces:R:3:nbo_charge:R:1
C -0.43346 -0.13539 1.45777 -3.9 -1.1 -0.8 0.109
C -0.72724 0.53070 0.11164 0.6 -1.2 -1.3 0.371
C 0.47394 -0.11787 -1.02570 -1.7 0.0 1.4 0.527
O 0.69174 0.04626 1.78559 3.3 -0.3 1.6 -0.381
O -1.60642 1.25317 -0.23715 0.1 -0.3 0.1 -0.405
F 0.72627 -1.36665 -0.59628 0.4 0.4 0.0 -0.332
F -0.19977 -0.27281 -2.16318 0.2 0.6 -0.1 -0.318
I 2.26380 1.03134 -1.19422 -0.3 -0.1 0.0 0.183
H -1.18887 -0.96877 1.86152 1.3 2.0 -0.8 0.245
```
Forces are in eV/Å.

Values from the calculation:
HOMO level (spin up / spin down) = -0.26720 / -0.38524 Ha
Kohn-Sham gap (spin up / spin down) = 7.13 / 6.95 eV
F_max = 4.1 eV Å⁻¹
Spin multiplicity = 3
Energy relative to the best compared isomer or geometry (same formula, charge and spin) = 0.0 kJ/mol


Record 2
Density functional theory data (ωB97M-V/def2-TZVPD) for 2 unconnected molecules or ions with the total composition C3HF2NO.

```
8
Properties=species:S:1:pos:R:3:forces:R:3:nbo_charge:R:1
C 1.42987 2.15236 -1.87897 -1.0 -2.5 1.6 0.153
C 0.68200 0.95194 -1.30660 -0.8 -1.0 2.5 0.422
C 0.64630 -0.17130 0.41206 0.1 3.0 -1.2 0.585
N 2.01293 2.90733 -2.49644 0.8 1.2 -0.6 -0.230
O -0.16201 0.43855 -1.95421 -0.2 0.1 -1.1 -0.463
F 0.40606 0.52610 1.59831 0.2 -1.3 -2.2 -0.337
F 1.87302 -0.65375 0.45070 -0.3 -0.6 0.4 -0.312
H -0.19471 -0.89691 0.11429 1.3 1.1 0.5 0.182
```
Forces are in eV/Å.

Values from the calculation:
HOMO level = -0.38289 Ha
Kohn-Sham gap = 9.82 eV
F_max = 3.2 eV Å⁻¹
Energy relative to the best compared isomer or geometry (same formula, charge and spin) = 211.5 kJ/mol


Record 3
Density functional theory data (ωB97M-V/def2-TZVPD) for C3HF2NO in the gas phase.

```
8
Properties=species:S:1:pos:R:3:forces:R:3:nbo_charge:R:1
C -1.04590 -1.03895 0.44392 3.7 1.5 -1.1 0.161
C 0.22495 1.10264 -0.55628 1.8 -2.0 8.3 -0.060
C 0.44495 -0.25417 0.13829 -2.4 -1.6 1.4 0.674
N -2.02173 -1.63013 0.46330 -1.0 -0.3 0.2 -0.307
O 0.07136 1.25779 -1.72202 -1.0 1.0 -5.8 -0.145
F 1.19860 -1.16038 -0.54652 -0.7 1.3 0.8 -0.293
F 0.92743 -0.07221 1.44050 -0.3 0.0 -2.3 -0.319
H 0.20033 1.79539 0.33882 -0.2 0.1 -1.4 0.289
```
Forces are in eV/Å.

Values from the calculation:
HOMO level (spin up / spin down) = -0.30438 / -0.46843 Ha
Kohn-Sham gap (spin up / spin down) = 8.99 / 8.46 eV
F_max = 8.7 eV Å⁻¹
Spin multiplicity = 3
Energy relative to the best compared isomer or geometry (same formula, charge and spin) = 106.7 kJ/mol


Record 4
Density functional theory data (ωB97M-V/def2-TZVPD) for C3HF2NS in the gas phase.

```
8
Properties=species:S:1:pos:R:3:forces:R:3:nbo_charge:R:1
F -0.58007 2.11411 0.52736 -0.3 1.7 0.1 -0.283
C -0.17952 0.96307 0.11103 1.4 -5.0 4.8 0.476
N -0.41496 0.48186 -1.07291 0.4 0.6 -0.8 -0.445
C -0.00189 -0.74639 -1.23183 0.1 1.0 3.0 -0.176
S 0.54926 -1.52540 0.22404 -0.1 0.2 -0.5 0.430
C 0.29069 -0.11361 1.14305 -1.5 3.2 -5.0 0.063
F 0.56908 0.03401 2.40724 0.2 0.1 0.6 -0.280
H -0.23259 -1.20764 -2.10799 -0.1 -1.8 -2.1 0.215
```
Forces are in eV/Å.

Values from the calculation:
HOMO level = -0.32023 Ha
Kohn-Sham gap = 9.21 eV
F_max = 7.0 eV Å⁻¹
Energy relative to the best compared isomer or geometry (same formula, charge and spin) = 45.7 kJ/mol
SMILES = Fc1ncsc1F


Record 5
Density functional theory data (ωB97M-V/def2-TZVPD) for 2 unconnected molecules or ions with the total composition C3HF2O2S.

```
9
Properties=species:S:1:pos:R:3:forces:R:3:nbo_charge:R:1
C -2.33311 0.72228 -0.04087 7.7 -3.2 -0.9 -0.442
C -3.40996 1.12879 0.14490 -6.6 2.6 1.0 -0.081
C 0.15597 -0.55084 0.04223 -2.4 -3.2 -1.5 0.399
O 2.39602 0.20045 1.22278 0.1 0.0 -0.2 -0.945
O 2.41594 0.51033 -1.27239 -1.1 0.1 2.0 -0.938
F -0.07073 -1.31805 -1.12143 1.1 1.1 0.8 -0.371
F 0.09419 -1.52443 0.98744 0.6 1.2 0.0 -0.338
S 1.74202 0.76721 0.04302 1.3 0.1 -1.5 1.540
H -0.99034 0.06426 -0.00567 -0.7 1.2 0.4 0.175
```
Forces are in eV/Å.

Values from the calculation:
HOMO level (spin up / spin down) = -0.19780 / -0.18733 Ha
Kohn-Sham gap (spin up / spin down) = 6.87 / 6.36 eV
F_max = 8.4 eV Å⁻¹
Energy relative to the best compared isomer or geometry (same formula, charge and spin) = 582.9 kJ/mol
Net charge = -1


Record 6
Density functional theory data (ωB97M-V/def2-TZVPD) for 2 unconnected molecules or ions with the total composition C3HF3S.

```
8
Properties=species:S:1:pos:R:3:forces:R:3:nbo_charge:R:1
C -2.88600 0.54844 -0.15496 0.9 0.4 0.5 -0.154
C -1.83122 1.02119 0.26554 0.7 0.7 -0.5 -0.290
C 1.89727 -0.83348 0.07537 0.9 -0.5 -0.5 0.971
F 2.27280 -1.03362 1.35996 -0.3 0.2 -1.8 -0.316
F 2.64393 0.08070 -0.56008 -0.5 -0.6 1.0 -0.319
F 1.92284 -1.96513 -0.67030 -0.1 1.1 1.3 -0.324
S -0.42516 1.80294 0.59406 -0.8 -0.8 0.2 0.196
H -3.59446 0.37896 -0.90959 -0.8 -0.4 -0.2 0.235
```
Forces are in eV/Å.

Values from the calculation:
HOMO level (spin up / spin down) = -0.34584 / -0.33254 Ha
Kohn-Sham gap (spin up / spin down) = 8.40 / 6.36 eV
F_max = 1.9 eV Å⁻¹
Energy relative to the best compared isomer or geometry (same formula, charge and spin) = 367.2 kJ/mol